1.
Formula: C40H38N8OS4Ti
Source: the OMol25 dataset
Level of theory: ωB97M-V/def2-TZVPD

Each line ends with the Löwdin charge.
CARTESIAN COORDINATES (ANGSTROEM)
Ti 0.546872 0.345320 -0.359037  0.84
C 0.336531 3.122104 -2.421746  -0.17
C -1.120579 3.417056 -2.086012  -0.11
C -2.138811 2.466753 -2.676621  -0.28
C -3.488008 2.673090 -2.390880  -0.03
C -4.421697 1.794468 -2.902369  -0.07
C -3.982989 0.733301 -3.681309  -0.08
C -2.623503 0.609055 -3.908530  -0.13
N -1.717719 1.461180 -3.430247  0.13
N 1.170778 2.648745 -1.276994  -0.17
C 2.539113 2.490246 -1.810166  -0.19
C 3.436443 1.660662 -0.937758  -0.28
C 4.797538 1.910607 -0.851778  -0.01
C 5.597484 1.037049 -0.131965  -0.05
C 5.011277 -0.056188 0.482423  -0.03
C 3.641361 -0.223795 0.366797  -0.10
N 2.873688 0.619216 -0.322563  0.00
C 1.224092 3.669851 -0.223865  -0.12
C 1.456867 3.141603 1.166178  -0.26
C 1.856151 4.018366 2.166455  -0.01
C 1.941737 3.561017 3.469890  -0.05
C 1.623361 2.238709 3.732874  -0.03
C 1.247493 1.428504 2.677500  -0.13
N 1.170639 1.864098 1.417851  0.06
H 0.812806 4.021931 -2.835811  0.13
H 0.376036 2.327806 -3.166699  0.08
H -1.380822 4.436489 -2.382084  0.12
H -1.280955 3.384143 -1.008038  0.07
H -3.789075 3.504884 -1.765913  0.12
H -5.475613 1.928637 -2.693517  0.11
H -4.676420 0.015234 -4.097464  0.10
H -2.229213 -0.216434 -4.491015  0.11
H 2.994429 3.474839 -1.982389  0.13
H 2.470807 1.998136 -2.779860  0.06
H 5.220519 2.771515 -1.352789  0.12
H 6.663192 1.209399 -0.055630  0.11
H 5.591630 -0.770731 1.048890  0.11
H 3.123640 -1.048791 0.837142  0.07
H 0.279996 4.216423 -0.203897  0.12
H 1.995989 4.417864 -0.449616  0.13
H 2.087120 5.046566 1.918464  0.12
H 2.246971 4.227355 4.266131  0.11
H 1.665622 1.829789 4.732432  0.11
H 0.993899 0.388307 2.814067  0.02
C -3.132270 -1.944152 -1.358485  -0.03
C -2.093008 -0.933931 -0.961436  -0.30
N -0.841753 -0.939310 -1.408726  -0.09
N -0.628850 -1.797216 -2.448687  0.00
C 0.456790 -1.537739 -3.102030  -0.88
N 0.809294 -2.385077 -4.135555  0.06
S 1.502895 -0.237518 -2.715405  0.74
C -2.414703 0.142299 -0.116482  -0.27
C -3.718066 0.318507 0.412505  -0.04
C -4.030216 1.409696 1.161083  -0.09
C -3.010690 2.351389 1.410092  -0.08
C -1.762843 2.116199 0.911501  -0.19
N -1.410226 1.049457 0.144174  -0.01
H -2.682137 -2.715330 -1.975572  0.06
H -3.950943 -1.482804 -1.915982  0.07
H -3.559734 -2.412546 -0.467743  0.08
H 0.041296 -2.939025 -4.484576  0.09
H 1.386729 -1.964168 -4.844748  0.07
H -4.465369 -0.434505 0.207620  0.11
H -5.026484 1.547281 1.559805  0.10
H -3.186770 3.237390 2.004297  0.10
H -0.974574 2.818251 1.139324  0.09
O 0.730303 -1.006543 1.044432  -0.36
C 0.394234 -2.299986 1.450379  -0.57
C 1.469971 -2.834007 2.406272  -0.46
C 1.788743 -4.133544 2.666258  -0.12
C 2.754624 -4.276790 3.699411  -0.18
C 3.149183 -3.079476 4.208309  -0.41
S 2.350873 -1.776901 3.435424  1.07
C 0.314120 -3.260629 0.279078  -0.46
C -0.695969 -4.062938 -0.153629  -0.13
C -0.334180 -4.849724 -1.281926  -0.18
C 0.945643 -4.628503 -1.680823  -0.41
S 1.719069 -3.466160 -0.696506  1.07
C -0.899838 -2.277191 2.254564  -0.42
C -1.650951 -3.312412 2.731797  -0.13
C -2.707139 -2.885105 3.579965  -0.18
C -2.719704 -1.533786 3.747123  -0.39
S -1.467488 -0.778827 2.865216  1.11
H 1.350758 -4.958045 2.121414  0.12
H 3.144127 -5.226003 4.037573  0.10
H 3.879649 -2.896288 4.979264  0.06
H -1.676350 -4.077435 0.297263  0.10
H -1.004738 -5.537325 -1.776976  0.10
H 1.464610 -5.058811 -2.521075  0.06
H -1.435699 -4.348787 2.515649  0.11
H -3.421300 -3.552677 4.040099  0.10
H -3.419596 -0.943631 4.315936  0.06

Atoms 1-3, force components in eV/Å:
-0.7 -0.1 -0.9
0.1 0.0 0.0
0.0 0.0 0.1

The calculation puts the total energy at -4502.67170 hartree. The value obtained for the HOMO-LUMO gap (alpha / beta) is 5.34 / 5.42 eV. The LUMO energy (alpha / beta) comes out at 0.3 / 0.3 eV.


2.
Formula: C18H29BF4I2N2O9P3
Source: the OMol25 dataset
Level of theory: ωB97M-V/def2-TZVPD

Each line ends with the Löwdin charge.
CARTESIAN COORDINATES (ANGSTROEM)
C -3.291006 3.205030 1.204519  -0.07
C -1.798941 2.984367 1.186421  -0.26
O -1.394310 1.976918 0.272386  -0.03
B -1.221731 0.693826 0.698820  -0.69
O -2.010637 0.281693 1.792660  0.09
P -0.018611 -0.663240 -0.149715  0.66
F -1.190675 -1.930291 0.343721  -0.38
C -1.008068 -0.650340 -1.836705  -0.23
O -1.703075 0.610963 -2.081259  -0.01
C -2.354731 0.712821 -3.238281  -0.69
F -3.255840 1.718810 -3.161287  0.15
F -1.539180 0.994776 -4.294761  0.13
F -3.030627 -0.407428 -3.595775  0.14
C 0.820567 -1.014646 1.613459  -0.35
P 2.538418 -1.354087 1.984952  0.36
O 3.237816 -0.291393 2.740412  -0.35
O 2.522071 -2.717791 2.879497  -0.15
O 3.373902 -1.816238 0.725376  -0.15
C 1.406189 0.500679 -0.722491  -0.80
I 1.888069 2.091549 0.696058  0.99
C 1.398900 1.089390 -2.129439  -0.76
C 0.690756 2.423291 -2.330280  -0.23
I 3.542081 1.443513 -2.708672  0.71
P 0.976065 -2.499575 -1.054044  0.46
O 2.084027 -2.246673 -1.986513  -0.31
O 1.360542 -3.543067 0.130771  -0.17
O -0.170697 -3.334107 -1.866976  -0.17
H -3.496469 4.001216 1.916306  0.07
H -3.782280 2.321914 1.596280  0.05
H -3.687489 3.464902 0.230385  0.08
H -1.302711 3.899423 0.869407  0.12
H -1.434318 2.773131 2.189613  0.11
H -1.625800 0.506331 2.638879  0.09
H -1.777437 -1.407031 -1.763488  0.08
H -0.419276 -0.911351 -2.714184  0.08
H 0.603085 -0.157594 2.247022  0.02
H 0.243002 -1.828753 2.035790  0.05
H 2.288484 -2.400961 3.753593  0.06
H 4.192006 -1.314272 0.698763  0.09
H 2.319884 -0.075275 -0.650130  -0.04
H 1.169786 0.383559 -2.909741  0.04
H -0.047412 2.617110 -1.560735  0.04
H 0.177003 2.415671 -3.286240  0.07
H 1.369545 3.264729 -2.361075  0.03
H 0.555550 -3.952949 0.449906  0.07
H -0.935206 -3.451445 -1.295682  0.05
N -4.686345 2.729674 4.230936  0.06
C -4.427181 2.441326 5.503305  -0.15
C -5.282479 1.712965 6.316472  -0.08
C -6.475495 1.261495 5.777093  -0.09
C -6.760485 1.554498 4.454173  -0.07
C -5.834294 2.287981 3.727593  -0.15
H -3.483014 2.813232 5.886632  0.10
H -5.016859 1.504862 7.343745  0.10
H -7.170446 0.688379 6.377354  0.10
H -7.678279 1.220022 3.990913  0.10
H -6.014633 2.532809 2.686252  0.10
N 7.036839 -2.753953 -2.698742  0.04
C 7.505914 -2.650635 -3.939984  -0.18
C 6.698035 -2.558259 -5.061831  -0.09
C 5.322212 -2.576734 -4.885059  -0.08
C 4.813055 -2.683224 -3.602446  -0.06
C 5.712158 -2.766845 -2.549290  -0.14
H 8.587367 -2.641320 -4.035073  0.09
H 7.137411 -2.472712 -6.047222  0.09
H 4.655844 -2.505247 -5.735498  0.10
H 3.750644 -2.696092 -3.405665  0.07
H 5.348810 -2.849327 -1.531180  0.10

Atoms 1-3, force components in eV/Å:
0.1 -0.1 0.5
-0.2 0.3 -0.3
0.6 -0.3 -0.1

The total charge is -1. The calculation puts the total energy at -3534.06978 hartree. The value obtained for the HOMO-LUMO gap is 7.34 eV. The LUMO energy comes out at 2.2 eV.


3.
Formula: C7H9N
Source: the OMol25 dataset
Level of theory: ωB97M-V/def2-TZVPD

Each line ends with the Löwdin charge.
CARTESIAN COORDINATES (ANGSTROEM)
C -1.293847 0.633962 0.215979  -0.03
C 2.267804 -0.487823 0.640209  -0.20
C 2.553449 0.344010 -0.645123  -0.22
C 0.074909 0.717169 0.345924  -0.11
C 0.864660 -0.649833 0.196728  -0.36
C 1.088888 0.035683 -1.117533  -0.04
C -3.604310 -0.109159 -0.251690  -0.09
N -2.389203 0.247522 0.419450  0.07
H 2.812866 -1.464119 0.600862  0.11
H 2.275811 -0.052657 1.695909  0.12
H 2.857156 1.526077 -0.632806  0.14
H 3.434244 -0.009533 -1.152686  0.07
H 0.663571 1.527770 0.659865  0.10
H 0.138229 -1.456189 0.361234  0.13
H -3.427802 -0.397580 -1.354116  0.11
H -4.408342 0.697649 -0.071405  0.12
H -3.908086 -1.102952 0.089205  0.07

Atoms 1-3, force components in eV/Å:
2.9 -0.1 0.9
0.9 -0.2 2.3
-0.1 3.3 1.4

The calculation puts the total energy at -326.62169 hartree. The value obtained for the HOMO-LUMO gap is 7.36 eV. The LUMO energy comes out at 0.4 eV.